Here is a 17-piece molecular cluster, C69H178N6O23 overall from the OMol25 dataset. Energies are from the ωB97M-V functional and the def2-TZVPD basis.

Properties
HOMO energy   -8.3685 eV
Energy above the lowest of the compared OMol25 structures with the same formula, charge and spin   78.1 kcal/mol
LUMO   0.013 Eh
Orbital gap   8.73 eV

ORCA input file:
```
! RIJCOSX wB97M-V def2-TZVPD def2/J DEFGRID3
* xyz 0 1
C -2.66 -8.27 -4.17
O -1.67 -8.04 -5.09
C -1.23 -6.68 -5.09
C -0.02 -6.58 -6.04
N 0.43 -5.22 -6.10
C 1.67 -4.97 -6.76
C 2.05 -3.49 -6.89
O 1.07 -2.74 -7.59
C 1.49 -1.40 -8.00
H -3.01 -9.29 -4.34
H -3.46 -7.51 -4.31
H -2.26 -8.27 -3.14
H -1.00 -6.28 -4.06
H -2.00 -6.00 -5.52
H -0.35 -7.06 -6.96
H 0.85 -7.13 -5.66
H -0.32 -4.56 -6.23
H 1.82 -5.43 -7.83
H 2.43 -5.55 -6.22
H 3.02 -3.32 -7.25
H 2.13 -3.13 -5.80
H 2.45 -1.42 -8.51
H 1.54 -0.75 -7.17
H 0.73 -1.12 -8.73
C 2.41 3.80 -3.88
O 1.14 3.34 -4.17
C 0.62 2.50 -3.12
C -0.85 2.13 -3.30
N -1.72 3.24 -2.95
C -1.81 4.31 -3.91
C -3.01 5.14 -3.60
O -4.16 4.39 -3.99
C -5.39 4.99 -3.84
H 3.18 3.07 -4.16
H 2.55 4.01 -2.83
H 2.58 4.67 -4.48
H 0.65 3.05 -2.18
H 1.19 1.63 -3.07
H -1.05 1.29 -2.61
H -1.00 1.75 -4.29
H -2.64 3.05 -2.54
H -1.85 4.01 -4.95
H -0.92 4.94 -3.94
H -3.11 6.11 -4.12
H -2.99 5.44 -2.53
H -5.68 5.18 -2.79
H -6.09 4.24 -4.21
H -5.47 5.91 -4.41
C -10.40 6.34 -4.40
O -10.43 5.02 -3.85
C -9.19 4.38 -3.89
C -9.28 2.89 -3.72
N -8.01 2.26 -3.55
C -7.64 1.82 -2.23
C -6.17 1.41 -2.09
O -6.04 0.28 -2.92
C -4.71 -0.04 -3.10
H -9.59 6.93 -3.95
H -11.28 6.89 -4.19
H -10.25 6.34 -5.52
H -8.51 4.81 -3.10
H -8.66 4.55 -4.81
H -9.76 2.44 -4.65
H -10.00 2.70 -2.88
H -7.93 1.52 -4.23
H -8.18 0.94 -1.86
H -7.81 2.59 -1.52
H -5.84 1.22 -1.08
H -5.58 2.31 -2.44
H -4.57 -0.85 -3.83
H -4.20 -0.29 -2.16
H -4.27 0.86 -3.48
C 1.17 -10.78 -2.26
O 2.35 -9.99 -2.32
C 2.82 -9.88 -3.65
C 3.60 -8.66 -3.83
N 2.78 -7.44 -3.55
C 3.69 -6.34 -3.31
C 3.05 -5.02 -2.98
O 4.09 -4.00 -2.70
C 3.51 -2.69 -2.61
H 0.34 -10.26 -2.77
H 0.90 -10.79 -1.20
H 1.32 -11.76 -2.59
H 1.90 -9.80 -4.27
H 3.40 -10.73 -3.85
H 3.93 -8.49 -4.86
H 4.50 -8.78 -3.13
H 2.31 -7.69 -2.70
H 4.37 -6.20 -4.17
H 4.29 -6.59 -2.45
H 2.41 -5.11 -2.12
H 2.47 -4.56 -3.80
H 2.94 -2.37 -3.49
H 4.31 -2.06 -2.33
H 2.81 -2.77 -1.75
C -5.81 -3.10 -0.08
O -4.51 -2.90 0.54
C -3.74 -4.03 0.37
C -2.40 -3.87 1.18
N -1.50 -2.75 0.71
C -0.84 -3.08 -0.54
C -0.78 -1.91 -1.52
O -0.35 -2.31 -2.80
C -0.26 -1.26 -3.68
H -6.17 -2.10 -0.05
H -6.46 -3.74 0.46
H -5.65 -3.48 -1.12
H -3.63 -4.42 -0.68
H -4.23 -4.85 0.92
H -1.84 -4.81 1.11
H -2.78 -3.65 2.21
H -2.13 -1.95 0.58
H -1.43 -3.83 -1.04
H 0.17 -3.44 -0.47
H -0.14 -1.03 -1.21
H -1.85 -1.58 -1.50
H -0.05 -1.59 -4.69
H 0.47 -0.47 -3.40
H -1.26 -0.87 -3.77
C 4.16 -0.01 3.32
O 3.50 0.74 2.36
C 3.48 0.12 1.10
C 2.78 0.99 0.01
N 1.37 0.71 0.15
C 0.82 0.82 1.50
C -0.76 0.78 1.33
O -1.10 2.09 0.90
C -2.52 2.31 0.92
H 3.84 -1.07 3.24
H 3.99 0.29 4.37
H 5.23 0.02 3.16
H 2.84 -0.82 1.19
H 4.54 -0.29 0.88
H 3.03 0.75 -1.05
H 2.98 2.00 0.35
H 0.86 1.30 -0.41
H 1.10 1.80 1.95
H 1.20 0.04 2.16
H -1.19 0.41 2.25
H -1.07 0.13 0.56
H -2.92 2.20 -0.10
H -2.74 3.29 1.38
H -3.03 1.59 1.58
C 6.69 1.64 -1.28
C 5.95 1.10 -2.50
C 6.48 1.61 -3.77
O 6.01 -0.34 -2.44
H 6.64 2.75 -1.22
H 7.78 1.38 -1.30
H 6.29 1.26 -0.31
H 4.93 1.39 -2.33
H 7.45 1.18 -3.91
H 6.64 2.72 -3.77
H 5.80 1.41 -4.63
H 6.26 -0.74 -3.25
C -0.95 6.10 0.49
C -0.24 5.38 -0.63
C 0.38 6.32 -1.73
O 0.88 4.63 -0.16
H -0.28 6.65 1.08
H -1.50 5.48 1.20
H -1.71 6.81 0.09
H -0.98 4.69 -1.09
H 1.13 6.91 -1.24
H -0.42 6.95 -2.15
H 0.81 5.82 -2.60
H 0.65 4.33 0.74
C -1.14 5.54 4.44
C -2.38 4.78 4.78
C -3.58 5.75 4.86
O -2.78 3.83 3.80
H -1.30 6.14 3.56
H -0.33 4.90 4.21
H -0.83 6.19 5.32
H -2.32 4.17 5.72
H -4.44 5.23 5.23
H -3.85 6.09 3.86
H -3.40 6.56 5.53
H -2.25 3.04 3.97
C -7.61 5.80 1.87
C -7.20 5.60 0.47
C -6.21 4.48 0.25
O -8.31 5.48 -0.40
H -8.44 6.46 1.97
H -6.78 6.42 2.35
H -7.90 4.93 2.50
H -6.82 6.58 0.20
H -5.99 4.29 -0.79
H -6.72 3.58 0.63
H -5.31 4.69 0.81
H -9.02 5.90 0.07
C 4.98 -3.39 1.80
C 6.46 -3.62 1.74
C 7.22 -2.37 1.37
O 7.10 -4.02 3.06
H 4.67 -2.74 0.99
H 4.60 -2.98 2.75
H 4.42 -4.34 1.57
H 6.58 -4.51 1.04
H 6.80 -2.01 0.43
H 8.32 -2.58 1.15
H 7.04 -1.55 2.07
H 6.89 -4.93 3.22
C 5.95 -3.76 7.07
C 4.96 -2.92 6.29
C 4.07 -2.08 7.21
O 5.63 -2.05 5.37
H 6.57 -4.28 6.41
H 5.41 -4.48 7.72
H 6.44 -3.11 7.84
H 4.29 -3.48 5.63
H 3.40 -1.49 6.59
H 4.75 -1.43 7.80
H 3.57 -2.74 7.89
H 6.23 -2.67 4.92
C -6.16 -0.41 3.88
C -4.93 -0.46 4.86
C -3.77 -1.31 4.42
O -4.45 0.94 4.94
H -6.42 -1.45 3.65
H -5.86 0.15 3.03
H -7.04 0.17 4.20
H -5.17 -0.82 5.91
H -3.91 -2.39 4.69
H -2.86 -0.91 4.84
H -3.62 -1.30 3.32
H -4.40 1.21 4.02
C 5.59 4.80 1.05
C 4.14 5.19 1.06
C 3.42 4.88 2.39
O 4.08 6.57 0.72
H 6.09 5.16 0.16
H 5.72 3.71 1.21
H 6.03 5.27 1.90
H 3.60 4.54 0.32
H 2.44 5.40 2.32
H 4.04 5.28 3.21
H 3.26 3.82 2.42
H 3.14 6.94 0.79
C 5.77 2.90 4.16
C 5.69 2.32 5.52
C 7.00 1.63 5.86
O 5.43 3.38 6.43
H 5.73 2.17 3.37
H 6.68 3.49 4.03
H 4.92 3.59 4.04
H 4.82 1.66 5.57
H 7.88 2.22 5.63
H 6.98 0.66 5.34
H 7.03 1.34 6.92
H 4.66 3.80 6.09
C -0.60 -0.29 6.50
C -0.43 1.12 5.94
C 0.84 1.20 5.07
O -1.53 1.53 5.10
H 0.17 -0.53 7.24
H -0.52 -1.02 5.66
H -1.53 -0.41 6.99
H -0.34 1.78 6.80
H 1.01 2.22 4.82
H 0.68 0.53 4.31
H 1.69 0.90 5.75
H -2.43 1.20 5.42
C 1.97 -3.58 4.46
C 1.33 -3.49 3.03
C 1.36 -4.82 2.30
O 0.00 -2.98 3.17
H 1.61 -4.41 5.04
H 1.84 -2.63 5.03
H 3.02 -3.70 4.28
H 2.00 -2.73 2.58
H 0.63 -5.44 2.76
H 2.35 -5.24 2.31
H 1.10 -4.68 1.23
H -0.31 -2.73 2.27
*
```

These are the Mulliken partial charges, in e, on atoms 1 to 4: C -0.72; O -0.35; C -0.30; C -0.48


Here is C69H68F9GaO3P as an isolated structure from the OMol25 dataset. Energies are from the ωB97M-V functional and the def2-TZVPD basis.

Properties
HOMO energy   -3.9870 eV
LUMO   0.069 Eh
Orbital gap   5.87 eV

ORCA input file:
```
! RIJCOSX wB97M-V def2-TZVPD def2/J DEFGRID3
* xyz -1 1
C 5.21 0.84 0.20
C 5.13 2.46 -0.16
O 6.33 3.11 -0.12
O 3.89 3.20 -0.46
C 3.78 3.48 -1.92
O 4.83 3.44 -2.75
C 2.24 3.82 -2.48
Ga 0.95 2.57 -1.37
C 1.95 0.74 -1.25
C -0.83 2.50 -2.41
C -1.94 1.43 -1.84
C -3.52 1.63 -2.35
C -4.73 0.58 -1.87
C -4.42 -0.72 -0.86
C -5.58 -1.80 -0.40
C -2.85 -0.88 -0.31
C -1.66 0.19 -0.81
P 0.63 3.64 0.68
C -0.99 3.00 1.51
C 0.22 5.47 0.22
H 5.90 0.66 1.16
H 4.18 0.36 0.45
H 5.73 0.22 -0.67
H 2.20 3.59 -3.63
H 2.02 4.96 -2.30
H 2.99 0.72 -1.80
H 2.07 0.53 -0.08
H 1.21 -0.08 -1.66
H -0.66 2.34 -3.56
H -1.33 3.58 -2.31
H -3.80 2.53 -3.07
H -5.84 0.73 -2.28
H -5.27 -2.16 0.70
H -6.65 -1.31 -0.28
H -5.63 -2.76 -1.10
H -2.58 -1.77 0.43
H -0.59 0.00 -0.37
H -0.89 1.87 1.82
H -1.17 3.72 2.44
H -1.85 3.21 0.74
H 0.54 5.73 -0.88
H -0.95 5.66 0.27
H 0.71 6.26 0.95
F 12.92 6.03 -0.47
C 11.74 5.45 -0.74
C 11.70 4.11 -1.09
C 10.48 3.51 -1.37
C 9.30 4.26 -1.30
C 9.35 5.61 -0.96
C 10.58 6.21 -0.67
H 12.63 3.54 -1.14
H 10.43 2.45 -1.63
H 8.35 3.79 -1.53
H 8.44 6.20 -0.91
H 10.63 7.26 -0.39
F -8.29 0.68 -1.44
C -8.62 1.80 -2.10
C -8.91 1.73 -3.46
C -9.26 2.89 -4.15
C -9.30 4.11 -3.47
C -9.01 4.17 -2.11
C -8.67 3.01 -1.42
H -8.86 0.77 -3.97
H -9.49 2.85 -5.21
H -9.57 5.02 -4.00
H -9.04 5.12 -1.58
H -8.44 3.03 -0.36
F 4.99 -0.21 2.64
C 5.85 -0.40 3.65
C 5.44 -0.16 4.96
C 6.33 -0.36 6.01
C 7.64 -0.79 5.74
C 8.04 -1.03 4.43
C 7.15 -0.83 3.38
H 4.43 0.19 5.14
H 6.02 -0.18 7.03
H 8.33 -0.95 6.56
H 9.06 -1.36 4.22
H 7.44 -1.02 2.35
F 3.67 0.37 8.03
C 3.55 -0.68 8.85
C 4.18 -1.88 8.53
C 4.06 -2.97 9.39
C 3.30 -2.86 10.55
C 2.67 -1.65 10.87
C 2.80 -0.56 10.01
H 4.76 -1.95 7.61
H 4.55 -3.91 9.15
H 3.20 -3.71 11.22
H 2.07 -1.57 11.77
H 2.32 0.39 10.25
F -0.32 -0.06 10.50
C -0.99 0.35 9.42
C -2.38 0.32 9.42
C -3.08 0.75 8.30
C -2.38 1.19 7.17
C -0.99 1.20 7.17
C -0.29 0.79 8.30
H -2.90 -0.03 10.31
H -4.17 0.74 8.29
H -2.93 1.52 6.29
H -0.44 1.54 6.29
H 0.80 0.80 8.32
F -9.20 -1.10 -4.91
C -10.38 -1.67 -5.19
C -10.41 -3.02 -5.54
C -11.64 -3.62 -5.81
C -12.82 -2.87 -5.75
C -12.77 -1.52 -5.40
C -11.54 -0.92 -5.11
H -9.49 -3.59 -5.59
H -11.68 -4.68 -6.08
H -13.77 -3.34 -5.97
H -13.68 -0.93 -5.36
H -11.48 0.13 -4.83
F -9.28 -5.12 -8.06
C -8.63 -4.28 -8.87
C -8.24 -3.03 -8.40
C -7.56 -2.16 -9.24
C -7.29 -2.53 -10.56
C -7.69 -3.78 -11.03
C -8.36 -4.66 -10.18
H -8.46 -2.75 -7.37
H -7.24 -1.18 -8.88
H -6.76 -1.85 -11.22
H -7.49 -4.07 -12.06
H -8.68 -5.64 -10.53
F -2.91 -3.27 1.97
C -2.30 -4.38 1.55
C -1.78 -4.43 0.26
C -1.13 -5.58 -0.18
C -1.02 -6.68 0.67
C -1.55 -6.63 1.96
C -2.18 -5.47 2.40
H -1.88 -3.56 -0.39
H -0.72 -5.63 -1.19
H -0.52 -7.59 0.32
H -1.47 -7.49 2.62
H -2.59 -5.41 3.41
F 10.10 -2.20 0.31
C 10.66 -1.84 -0.85
C 10.65 -2.73 -1.92
C 11.23 -2.35 -3.13
C 11.82 -1.09 -3.25
C 11.83 -0.21 -2.17
C 11.24 -0.59 -0.97
H 10.19 -3.71 -1.80
H 11.22 -3.04 -3.97
H 12.27 -0.80 -4.20
H 12.29 0.77 -2.27
H 11.23 0.09 -0.12
*
```

These are the Mulliken partial charges, in e, on atoms 1 to 4: C -0.29; C 0.57; O -0.56; O -0.13